{"formula": "C2H9OS", "method": "ωB97M-V with the def2-TZVPD basis set", "de_lowest_kcal_mol": 48.40, "lumo_ha": -0.204, "orbital_gap_ev": 9.97, "homo_energy_ev": -15.51, "total_charge": 1, "species": ["O", "H", "H", "H", "C", "S", "C", "H", "H", "H", "H", "H", "H"], "positions_angstrom": [[-0.654, -0.340, -3.068], [-0.542, 0.641, -3.067], [-1.139, -0.589, -3.866], [-0.216, -0.241, -1.075], [0.022, -1.135, 1.926], [0.316, -0.527, 0.138], [0.602, 1.282, 0.525], [0.820, -0.840, 2.626], [-0.231, -2.194, 1.858], [-0.881, -0.649, 2.243], [0.741, 1.785, -0.450], [-0.394, 1.489, 1.062], [1.557, 1.318, 1.149]], "mulliken_charge": [-0.65, 0.34, 0.32, 0.30, -0.74, 0.20, -0.86, 0.36, 0.34, 0.34, 0.39, 0.35, 0.31]}

***

{"formula": "C33H28Cl2N2O3Ru", "method": "ωB97M-V with the def2-TZVPD basis set", "de_lowest_kcal_mol": 27.61, "lumo_ha": [-0.138, -0.156], "orbital_gap_ev": [6.82, 6.34], "homo_energy_ev": [-10.59, -10.59], "total_charge": 1, "multiplicity": 2, "species": ["Ru", "Cl", "C", "C", "C", "C", "O", "C", "C", "N", "C", "C", "C", "C", "C", "C", "C", "C", "N", "C", "C", "H", "H", "H", "H", "H", "H", "H", "H", "H", "H", "C", "C", "C", "C", "C", "C", "C", "C", "C", "C", "H", "H", "H", "H", "H", "H", "H", "H", "H", "H", "H", "H", "H", "H", "Cl", "C", "C", "C", "C", "C", "C", "C", "O", "O", "H", "H", "H", "H"], "positions_angstrom": [[0.345, -0.652, 0.046], [3.692, 2.676, -5.280], [2.603, 2.090, -4.072], [1.251, 1.923, -4.381], [0.362, 1.460, -3.435], [0.810, 1.147, -2.146], [-0.060, 0.772, -1.237], [2.187, 1.316, -1.845], [2.671, 1.023, -0.525], [1.957, 0.482, 0.405], [2.482, 0.343, 1.730], [3.743, 0.637, 2.172], [4.069, 0.453, 3.532], [3.134, 0.023, 4.430], [1.810, -0.243, 4.007], [0.771, -0.619, 4.891], [-0.490, -0.792, 4.403], [-0.716, -0.634, 3.024], [0.226, -0.321, 2.164], [1.493, -0.096, 2.649], [3.075, 1.796, -2.809], [0.911, 2.162, -5.379], [-0.688, 1.343, -3.664], [3.681, 1.345, -0.288], [4.512, 1.011, 1.512], [5.076, 0.672, 3.858], [3.386, -0.104, 5.474], [0.992, -0.749, 5.942], [-1.318, -1.058, 5.044], [-1.702, -0.779, 2.616], [4.122, 1.936, -2.574], [-4.320, -1.300, 2.996], [-4.150, -0.819, 1.555], [-5.443, -1.067, 0.769], [-2.986, -1.441, 0.799], [-2.509, -0.791, -0.335], [-1.650, -1.427, -1.251], [-1.146, -2.690, -0.962], [-0.460, -3.512, -2.017], [-1.497, -3.259, 0.277], [-2.444, -2.685, 1.099], [-5.288, -0.980, 3.380], [-3.567, -0.897, 3.675], [-4.301, -2.386, 3.072], [-3.973, 0.262, 1.573], [-5.688, -2.131, 0.767], [-5.352, -0.746, -0.268], [-6.275, -0.529, 1.222], [-2.929, 0.174, -0.598], [-1.488, -0.979, -2.222], [0.287, -2.945, -2.565], [-1.213, -3.852, -2.731], [0.013, -4.397, -1.591], [-1.081, -4.226, 0.532], [-2.744, -3.218, 1.991], [6.481, -5.767, -2.555], [5.210, -4.741, -1.985], [4.903, -4.740, -0.631], [3.885, -3.920, -0.181], [3.192, -3.114, -1.080], [3.516, -3.124, -2.434], [4.529, -3.944, -2.895], [2.114, -2.247, -0.588], [1.717, -2.243, 0.612], [1.519, -1.432, -1.380], [5.455, -5.374, 0.047], [3.620, -3.902, 0.868], [2.976, -2.489, -3.124], [4.795, -3.972, -3.941]], "mulliken_charge": [-0.11, -0.21, 0.04, -0.64, -0.64, 0.38, -0.86, 0.18, 0.62, 0.57, 0.19, -0.94, -1.09, -0.89, 1.18, -0.83, -0.74, 0.82, 0.09, 0.59, -0.97, 0.44, 0.50, 0.28, 0.41, 0.42, 0.44, 0.47, 0.51, -0.34, 0.47, -1.45, 0.79, -1.58, -0.03, -0.21, -1.18, 1.45, -1.54, -1.05, 0.01, 0.45, 0.25, 0.29, 0.42, 0.36, 0.37, 0.45, 0.60, 0.36, 0.20, 0.42, 0.38, 0.41, 0.28, -0.18, 0.43, -0.91, -0.25, 0.21, -0.10, -1.02, 1.36, -0.68, -0.47, 0.44, 0.46, 0.47, 0.44]}

***

{"formula": "C19H30BrCuNO4Si", "method": "ωB97M-V with the def2-TZVPD basis set", "lumo_ha": 0.062, "orbital_gap_ev": 6.58, "homo_energy_ev": -4.90, "total_charge": -1, "species": ["Cu", "O", "C", "O", "C", "C", "C", "N", "C", "C", "C", "O", "O", "H", "H", "H", "C", "C", "C", "C", "Si", "Br", "C", "C", "C", "C", "C", "C", "C", "C", "H", "H", "H", "H", "H", "H", "H", "H", "H", "H", "H", "H", "H", "H", "H", "H", "H", "H", "H", "H", "H", "H", "H", "H", "H", "H", "H"], "positions_angstrom": [[1.725, -2.307, 0.653], [7.330, -2.715, 4.682], [6.991, -3.539, 3.825], [7.531, -4.577, 3.441], [5.628, -3.184, 3.106], [4.940, -2.028, 3.464], [3.763, -1.714, 2.824], [3.246, -2.479, 1.863], [3.886, -3.608, 1.512], [5.075, -3.984, 2.113], [3.231, -4.460, 0.416], [3.780, -5.494, 0.069], [2.133, -4.015, -0.065], [5.356, -1.401, 4.239], [3.194, -0.825, 3.071], [5.573, -4.893, 1.808], [-2.478, 3.267, 0.534], [-1.785, 1.942, 0.872], [-0.482, 2.238, 1.620], [-2.672, 1.165, 1.849], [-1.457, 0.895, -0.754], [0.093, -0.808, 0.044], [-2.995, -0.146, -1.382], [-4.229, 0.751, -1.528], [-2.704, -0.795, -2.738], [-3.324, -1.293, -0.422], [-0.498, 1.860, -2.165], [0.580, 2.772, -1.573], [-1.468, 2.726, -2.977], [0.224, 0.898, -3.112], [-2.732, 3.798, 1.450], [-3.393, 3.098, -0.026], [-1.828, 3.908, -0.054], [-0.697, 2.828, 2.508], [0.225, 2.792, 1.016], [-0.010, 1.315, 1.936], [-2.767, 1.722, 2.780], [-2.225, 0.203, 2.078], [-3.670, 1.014, 1.452], [-4.023, 1.596, -2.180], [-4.551, 1.131, -0.564], [-5.054, 0.183, -1.958], [-2.578, -0.053, -3.520], [-3.537, -1.435, -3.025], [-1.814, -1.414, -2.680], [-3.550, -0.943, 0.577], [-2.493, -1.986, -0.360], [-4.191, -1.839, -0.790], [0.149, 3.570, -0.978], [1.154, 3.232, -2.376], [1.268, 2.197, -0.960], [-2.024, 3.401, -2.332], [-2.178, 2.112, -3.524], [-0.917, 3.326, -3.701], [0.968, 0.320, -2.573], [0.736, 1.465, -3.888], [-0.455, 0.209, -3.598]], "mulliken_charge": [-0.77, -0.73, 0.49, -0.71, 0.23, -0.69, -0.11, -0.37, 0.61, -0.44, 0.66, -0.69, -0.65, 0.45, 0.46, 0.54, -1.72, 2.33, -1.95, -2.11, -0.42, 0.26, 2.30, -1.72, -2.11, -1.85, 2.29, -2.13, -1.72, -1.84, 0.52, 0.31, 0.29, 0.52, 0.31, 0.46, 0.58, 0.39, 0.34, 0.30, 0.29, 0.52, 0.34, 0.58, 0.41, 0.32, 0.40, 0.51, 0.34, 0.58, 0.42, 0.30, 0.29, 0.52, 0.40, 0.52, 0.32]}

***

{"formula": "C33H50O4PRbSSe2Si", "method": "ωB97M-V with the def2-TZVPD basis set", "de_lowest_kcal_mol": 0.00, "lumo_ha": 0.146, "orbital_gap_ev": 5.76, "homo_energy_ev": -1.79, "total_charge": -2, "species": ["Rb", "C", "C", "C", "C", "C", "H", "H", "H", "H", "H", "Se", "P", "Se", "C", "C", "C", "C", "C", "C", "C", "C", "C", "C", "C", "C", "H", "H", "H", "H", "H", "H", "H", "H", "H", "H", "C", "C", "C", "C", "O", "Si", "S", "O", "C", "C", "C", "C", "O", "C", "C", "C", "C", "H", "H", "H", "H", "H", "H", "H", "H", "H", "H", "H", "H", "H", "H", "H", "H", "H", "H", "H", "H", "H", "H", "H", "H", "H", "H", "H", "C", "C", "C", "O", "C", "H", "H", "H", "H", "H", "H", "H", "H"], "positions_angstrom": [[0.484, 0.003, 0.884], [0.019, -1.829, 3.288], [1.367, -2.063, 2.949], [2.113, -0.921, 3.315], [1.225, 0.020, 3.882], [-0.070, -0.543, 3.866], [-0.798, -2.525, 3.148], [1.761, -2.969, 2.506], [3.187, -0.802, 3.222], [1.495, 0.986, 4.289], [-0.968, -0.081, 4.257], [0.487, -3.906, -0.971], [-1.294, -3.831, -2.155], [-2.759, -2.314, -1.761], [-2.103, -5.491, -2.106], [-3.347, -5.675, -1.521], [-3.921, -6.940, -1.469], [-3.260, -8.031, -2.011], [-2.012, -7.853, -2.600], [-1.438, -6.594, -2.640], [-0.872, -3.793, -3.954], [0.432, -3.980, -4.391], [0.730, -3.969, -5.749], [-0.276, -3.777, -6.683], [-1.585, -3.587, -6.250], [-1.879, -3.588, -4.896], [-3.858, -4.808, -1.119], [-4.891, -7.070, -1.005], [-3.710, -9.016, -1.978], [-1.483, -8.698, -3.027], [-0.457, -6.462, -3.081], [1.209, -4.113, -3.646], [1.756, -4.098, -6.074], [-0.043, -3.763, -7.740], [-2.376, -3.422, -6.972], [-2.890, -3.405, -4.551], [-1.227, 0.940, -3.230], [0.289, 0.810, -3.320], [0.796, 1.303, -4.670], [0.705, -0.638, -3.108], [0.872, 1.554, -2.246], [1.190, 3.173, -2.074], [1.523, 3.646, -0.135], [-0.110, 3.907, -2.819], [-0.348, 5.258, -3.164], [-0.321, 5.337, -4.688], [0.694, 6.201, -2.568], [-1.729, 5.607, -2.625], [2.412, 3.557, -3.163], [3.809, 3.340, -3.040], [4.354, 3.323, -4.463], [4.411, 4.494, -2.246], [4.105, 2.012, -2.349], [-1.708, 0.354, -4.018], [-1.520, 1.986, -3.323], [-1.577, 0.543, -2.277], [0.332, 0.709, -5.463], [1.878, 1.185, -4.736], [0.557, 2.354, -4.828], [0.400, -1.257, -3.955], [0.245, -1.067, -2.218], [1.790, -0.702, -3.003], [0.663, 5.032, -5.046], [-0.531, 6.350, -5.042], [-1.065, 4.656, -5.105], [1.685, 5.983, -2.966], [0.742, 6.089, -1.484], [0.435, 7.234, -2.819], [-2.465, 4.892, -2.999], [-2.028, 6.614, -2.929], [-1.725, 5.555, -1.536], [4.107, 4.262, -4.965], [3.905, 2.505, -5.028], [5.440, 3.197, -4.467], [4.237, 5.438, -2.771], [5.490, 4.358, -2.126], [3.940, 4.547, -1.264], [3.599, 1.191, -2.859], [3.759, 2.033, -1.315], [5.182, 1.820, -2.358], [-3.346, 3.152, 0.826], [-4.273, 2.031, 0.345], [-3.369, 0.787, 0.384], [-2.036, 1.262, 0.585], [-2.004, 2.665, 0.315], [-3.328, 3.199, 1.917], [-3.620, 4.133, 0.436], [-4.595, 2.231, -0.679], [-5.166, 1.914, 0.959], [-3.414, 0.208, -0.541], [-3.601, 0.117, 1.214], [-1.898, 2.841, -0.764], [-1.125, 3.087, 0.798]], "mulliken_charge": [0.79, -0.64, -0.54, -0.62, -0.50, -0.47, 0.38, 0.42, 0.38, 0.37, 0.38, -0.48, 0.53, -0.47, 0.57, -0.39, -0.54, -0.36, -0.63, -0.43, 0.16, -0.21, -0.59, -0.42, -0.55, -0.53, 0.25, 0.36, 0.34, 0.35, 0.34, 0.36, 0.37, 0.36, 0.36, 0.35, -0.98, 1.93, -1.65, -1.11, 0.76, -0.44, -0.82, 0.30, 1.72, -1.77, -1.55, -1.74, -0.52, 1.77, -1.73, -1.68, -1.41, 0.49, -0.06, -0.13, 0.55, 0.21, 0.15, 0.24, -0.03, 0.22, 0.25, 0.43, 0.32, 0.14, 0.31, 0.52, 0.32, 0.43, 0.33, 0.32, 0.33, 0.39, 0.33, 0.49, 0.21, 0.17, 0.26, 0.57, -0.58, -0.74, -0.14, 0.03, 0.15, 0.31, 0.32, 0.27, 0.39, -0.21, 0.32, -0.32, 0.27]}

***

{"formula": "C3H10OS", "method": "ωB97M-V with the def2-TZVPD basis set", "de_lowest_kcal_mol": 28.44, "lumo_ha": 0.031, "orbital_gap_ev": 9.54, "smiles": "CSC.CO", "homo_energy_ev": -8.69, "species": ["C", "O", "H", "H", "H", "H", "C", "C", "S", "H", "H", "H", "H", "H", "H"], "positions_angstrom": [[-1.086, -1.242, 1.465], [0.294, -1.577, 1.212], [0.859, -0.802, 1.278], [-1.176, -0.144, 1.453], [-1.622, -1.552, 0.587], [-1.490, -1.657, 2.385], [-0.926, 0.507, -1.558], [1.828, 1.032, -0.318], [0.035, 1.517, -0.423], [-0.850, -0.554, -1.240], [-1.999, 0.774, -1.501], [-0.605, 0.657, -2.560], [2.246, 0.545, -1.218], [2.244, 0.509, 0.589], [2.247, 1.988, -0.149]], "mulliken_charge": [-0.56, -0.48, 0.32, 0.23, 0.23, 0.28, -0.69, -0.84, -0.12, 0.18, 0.29, 0.33, 0.28, 0.27, 0.31]}

***

{"formula": "C10H10N2O", "method": "ωB97M-V with the def2-TZVPD basis set", "de_lowest_kcal_mol": 17.54, "lumo_ha": 0.016, "orbital_gap_ev": 9.89, "smiles": "[H]/N=C1/N=C(C)[C@H](c2ccccc2)O1", "homo_energy_ev": -9.45, "species": ["N", "N", "O", "C", "C", "C", "C", "C", "C", "C", "C", "C", "C", "H", "H", "H", "H", "H", "H", "H", "H", "H", "H"], "positions_angstrom": [[-1.404, 1.490, -3.376], [-2.102, -0.134, -1.891], [0.160, 0.259, -2.188], [-1.115, 0.576, -2.528], [-1.430, -0.806, -1.015], [1.827, 1.081, 2.503], [2.088, -0.240, 2.163], [1.003, 1.883, 1.709], [1.508, -0.776, 0.980], [0.396, 1.315, 0.605], [0.638, -0.007, 0.206], [-2.050, -1.824, -0.124], [0.054, -0.596, -1.069], [-0.628, 1.869, -3.909], [2.191, 1.499, 3.444], [2.676, -0.844, 2.841], [0.779, 2.902, 1.912], [1.727, -1.788, 0.740], [-0.219, 1.970, 0.006], [-2.003, -2.782, -0.635], [-1.545, -1.913, 0.834], [-3.090, -1.572, 0.090], [0.538, -1.561, -1.300]], "mulliken_charge": [-0.71, -0.58, -0.40, 0.39, 0.69, -0.27, -0.68, -0.72, -0.30, -0.22, 0.27, -1.21, 0.22, 0.26, 0.35, 0.38, 0.42, 0.36, 0.34, 0.29, 0.34, 0.37, 0.42]}

***

{"formula": "C6H18OSi2", "method": "ωB97M-V with the def2-TZVPD basis set", "de_lowest_kcal_mol": 89.71, "lumo_ha": 0.021, "orbital_gap_ev": 10.30, "smiles": "C[SiH](C)[Si](C)(C)C.C=O", "homo_energy_ev": -9.72, "species": ["C", "C", "C", "C", "C", "C", "O", "Si", "Si", "H", "H", "H", "H", "H", "H", "H", "H", "H", "H", "H", "H", "H", "H", "H", "H", "H", "H"], "positions_angstrom": [[-2.390, -2.152, 0.067], [-2.891, 0.540, 1.292], [-2.599, 0.197, -1.792], [0.763, 1.842, -0.458], [1.723, -1.174, 0.012], [5.677, 0.661, 0.646], [6.500, 0.409, 1.497], [-1.839, -0.369, -0.078], [0.351, 0.166, 0.402], [-1.678, -2.837, 0.589], [-3.350, -2.401, 0.591], [-2.625, -2.547, -0.925], [-2.457, 0.513, 2.291], [-2.820, 1.661, 0.932], [-3.917, 0.383, 1.260], [-2.007, 0.080, -2.650], [-3.437, -0.438, -1.802], [-2.844, 1.257, -1.786], [-0.109, 2.074, -1.078], [1.162, 2.737, 0.065], [1.785, 1.806, -1.021], [1.400, -2.242, 0.103], [2.017, -1.031, -1.001], [2.693, -1.065, 0.477], [5.763, 1.564, 0.018], [4.699, 0.088, 0.369], [0.430, 0.277, 1.980]], "mulliken_charge": [-1.21, -1.17, -1.26, -1.10, -1.14, 0.20, -0.40, 0.50, 0.42, 0.33, 0.36, 0.35, 0.35, 0.24, 0.44, 0.36, 0.39, 0.36, 0.29, 0.36, 0.30, 0.32, 0.38, 0.27, 0.21, 0.02, -0.15]}

***

{"formula": "C6H11BrN2", "method": "ωB97M-V with the def2-TZVPD basis set", "de_lowest_kcal_mol": 55.66, "lumo_ha": 0.029, "orbital_gap_ev": 11.04, "homo_energy_ev": -10.25, "species": ["C", "C", "C", "C", "C", "C", "N", "N", "Br", "H", "H", "H", "H", "H", "H", "H", "H", "H", "H", "H"], "positions_angstrom": [[-0.058, 1.010, -0.133], [2.119, -0.663, -1.945], [1.348, -0.227, 1.294], [-1.071, 0.466, 1.868], [-0.563, -1.401, 0.169], [-0.091, -0.069, 0.806], [-0.237, 1.872, -0.874], [1.332, -0.513, -2.797], [-1.838, 1.712, -3.492], [1.579, -1.247, 1.872], [1.606, 0.561, 2.085], [2.018, -0.173, 0.494], [-0.437, 1.292, 2.389], [-1.347, -0.238, 2.806], [-1.999, 0.681, 1.410], [-0.230, -2.158, 0.926], [-0.150, -1.563, -0.824], [-1.603, -1.273, -0.192], [-1.251, 2.403, -2.247], [0.876, -0.468, -3.615]], "mulliken_charge": [0.02, -0.23, -1.29, -1.45, -1.27, 1.66, -0.55, 0.02, -0.36, 0.29, 0.32, 0.30, 0.35, 0.29, 0.39, 0.36, 0.22, 0.38, 0.36, 0.20]}